1.
C33H25Cl5N3NiP2 as an isolated structure at a distorted geometry, computed with wB97M-V/def2-TZVPD.

Structure (XYZ):
```
69
C33H25Cl5N3NiP2 wB97M-V/def2-TZVPD
Ni 0.395 -1.179 -0.754
N -1.116 0.612 0.975
P 0.591 0.495 1.228
C 0.902 2.016 2.196
C 1.781 2.999 1.762
C 1.934 4.162 2.506
C 1.208 4.342 3.672
C 0.331 3.355 4.109
C 0.182 2.189 3.379
C 0.750 -0.791 2.508
C -0.324 -1.528 2.989
C -0.101 -2.569 3.881
C 1.189 -2.873 4.288
C 2.264 -2.130 3.815
C 2.047 -1.094 2.923
P -1.423 0.204 -0.655
C -1.022 1.690 -1.622
C -0.037 1.594 -2.599
C 0.304 2.706 -3.356
C -0.335 3.913 -3.124
C -1.308 4.016 -2.136
C -1.659 2.908 -1.388
C -3.232 0.169 -0.720
C -3.991 -0.052 0.426
C -5.375 -0.006 0.355
C -6.002 0.239 -0.858
C -5.247 0.425 -2.009
C -3.864 0.386 -1.945
H -1.594 1.420 1.359
H 2.347 2.852 0.850
H 2.624 4.925 2.173
H 1.331 5.247 4.251
H -0.227 3.489 5.026
H -0.478 1.407 3.739
H -1.330 -1.291 2.663
H -0.938 -3.145 4.255
H 1.364 -3.698 4.966
H 3.270 -2.361 4.138
H 2.882 -0.517 2.535
H 0.457 0.640 -2.750
H 1.067 2.626 -4.119
H -0.072 4.783 -3.712
H -1.798 4.964 -1.953
H -2.428 2.985 -0.627
H -3.500 -0.248 1.371
H -5.963 -0.164 1.249
H -7.081 0.279 -0.909
H -5.735 0.605 -2.957
H -3.268 0.545 -2.835
Cl 3.346 0.995 -2.319
C 3.512 -0.535 -1.539
C 2.399 -1.178 -1.029
C 2.636 -2.367 -0.362
Cl 1.203 -3.146 0.260
C 3.883 -2.938 -0.167
Cl 4.052 -4.400 0.713
C 4.983 -2.275 -0.707
Cl 6.556 -2.919 -0.483
C 4.795 -1.085 -1.411
Cl 6.150 -0.295 -2.106
N -0.970 -3.490 -2.224
C -0.874 -4.341 -3.261
C -0.018 -3.766 -4.169
C 0.366 -2.552 -3.587
N -0.221 -2.392 -2.407
H -1.503 -3.609 -1.381
H -1.393 -5.283 -3.283
H 0.295 -4.163 -5.118
H 1.029 -1.799 -3.980
```

Calculated values
Net charge ... +1
2S+1 ... 3
Frontier orbital gap (alpha / beta) ... 0.31476 / 0.27647 Eh
Energy relative to the best compared isomer or geometry (same formula, charge and spin) ... 78.5 kJ/mol
E_tot ... -5928.57453 Ha

Löwdin population analysis, charges in e, atoms 1 to 4: Ni 0.24; N -0.37; P 0.99; C -0.35

---

2.
A 2-piece molecular cluster, C4H14NO2 overall at a distorted geometry, computed with wB97M-V/def2-TZVPD.

Structure (XYZ):
```
21
C4H14NO2 wB97M-V/def2-TZVPD
C 1.683 0.161 0.027
C 0.341 0.318 -0.613
C 0.025 -1.027 -1.270
C -1.615 -1.307 -1.602
O -2.318 -1.355 -0.507
N -0.628 0.828 0.407
H 2.014 0.861 0.749
H 1.658 -0.698 0.748
H 2.509 0.014 -0.602
H 0.321 1.111 -1.360
H 0.137 -1.746 -0.484
H 0.545 -1.109 -2.214
H -1.716 -2.179 -2.205
H -1.941 -0.397 -2.153
H -2.431 -2.280 -0.180
H -0.325 1.744 0.765
H -0.722 0.169 1.183
H -1.547 0.889 0.032
H 2.542 2.033 3.406
H 1.320 2.488 2.652
O 2.000 1.824 2.626
```

Calculated values
Net charge ... +2
2S+1 ... 2
Frontier orbital gap (alpha / beta) ... 0.39738 / 0.16669 Eh
Energy relative to the best compared isomer or geometry (same formula, charge and spin) ... 127.1 kJ/mol
E_tot ... -365.25435 Ha

Löwdin population analysis, charges in e, atoms 1 to 4: C -0.01; C -0.32; C 0.07; C -0.10

---

3.
A 2-piece molecular cluster, C3H7BrN overall at a distorted geometry, computed with wB97M-V/def2-TZVPD.

Structure (XYZ):
```
12
C3H7BrN wB97M-V/def2-TZVPD
C 1.609 1.016 2.073
C 1.386 0.686 0.856
C -1.465 -0.488 -0.270
N -1.002 -0.723 -1.589
Br 1.859 0.605 -0.858
H 2.470 1.480 2.337
H 0.933 0.814 2.767
H -1.463 -1.380 0.340
H -1.765 0.423 0.123
H -1.451 -0.064 -2.227
H -1.219 -1.587 -2.010
H 0.107 -0.783 -1.543
```

Calculated values
Net charge ... +1
Frontier orbital gap (alpha / beta) ... 0.25909 / 0.35745 Eh
Energy relative to the best compared isomer or geometry (same formula, charge and spin) ... 437.8 kJ/mol
E_tot ... -2746.80471 Ha

Löwdin population analysis, charges in e, atoms 1 to 4: C -0.04; C -0.62; C 0.06; N 0.09

---

4.
A 2-piece molecular cluster, C13H19ClN3O3S overall, computed with wB97M-V/def2-TZVPD.

Structure (XYZ):
```
40
C13H19ClN3O3S wB97M-V/def2-TZVPD
C -1.776 0.062 2.930
S -0.294 -0.306 2.049
O 0.847 0.031 2.841
O -0.403 -1.595 1.428
C -0.295 0.853 0.692
C -1.085 1.907 0.366
N -0.588 2.445 -0.804
C -1.164 3.581 -1.540
C -2.514 3.245 -2.169
C -2.521 1.928 -2.927
Cl -1.476 2.030 -4.366
C 0.469 1.731 -1.173
N 0.684 0.762 -0.287
C 1.762 -0.196 -0.364
C 1.522 -1.467 -0.844
C 2.575 -2.348 -0.833
C 3.811 -1.900 -0.385
N 4.032 -0.668 0.055
C 3.013 0.176 0.077
H -2.478 0.622 2.318
H -2.219 -0.897 3.195
H -1.499 0.635 3.814
H -1.944 2.314 0.873
H -1.257 4.402 -0.830
H -0.444 3.849 -2.313
H -3.309 3.233 -1.417
H -2.726 4.050 -2.875
H -3.528 1.669 -3.249
H -2.140 1.097 -2.332
H 1.067 1.911 -2.054
H 0.529 -1.757 -1.161
H 2.447 -3.373 -1.157
H 4.657 -2.579 -0.373
H 3.186 1.168 0.482
C 0.328 -4.575 2.343
O 1.256 -4.540 1.266
H 0.421 -5.557 2.800
H 0.552 -3.813 3.093
H -0.700 -4.445 1.995
H 1.203 -3.686 0.834
```

Calculated values
Net charge ... +1
Frontier orbital gap ... 0.33356 Eh
E_tot ... -1754.86277 Ha

Löwdin population analysis, charges in e, atoms 1 to 4: C -0.10; S 0.67; O -0.26; O -0.28

---

5.
C47H34N5OP2PdS as an isolated structure, computed with wB97M-V/def2-TZVPD.

Structure (XYZ):
```
91
C47H34N5OP2PdS wB97M-V/def2-TZVPD
Pd -0.003 0.077 -0.699
O 3.026 -1.082 -2.111
S 2.379 -0.368 -0.992
C 3.179 1.216 -0.821
C 4.553 1.235 -1.041
C 5.231 2.435 -0.915
C 4.540 3.593 -0.573
C 3.169 3.561 -0.382
C 2.460 2.368 -0.512
P 0.645 2.284 -0.337
C 0.013 3.429 -1.594
C 0.666 3.535 -2.822
C 0.115 4.288 -3.846
C -1.098 4.939 -3.658
C -1.760 4.827 -2.443
C -1.211 4.072 -1.416
C 0.314 3.036 1.277
C 0.298 4.409 1.520
C 0.081 4.885 2.803
C -0.111 3.998 3.856
C -0.083 2.630 3.626
C 0.128 2.154 2.341
C 2.773 -1.202 0.546
C 3.336 -0.474 1.582
C 3.695 -1.102 2.765
C 3.525 -2.468 2.874
C 2.935 -3.182 1.837
C 2.482 -2.576 0.667
P 1.711 -3.641 -0.675
C 1.298 -5.177 0.235
C 0.636 -5.259 1.468
C 0.301 -6.481 2.018
C 0.627 -7.657 1.345
C 1.282 -7.595 0.129
C 1.614 -6.361 -0.421
C -0.055 -2.895 -0.885
C -0.131 -2.185 -2.212
C -1.243 -2.217 -2.957
C -2.461 -2.898 -2.541
C -2.489 -3.664 -1.451
C -1.315 -3.784 -0.534
H 5.064 0.322 -1.315
H 6.299 2.472 -1.083
H 5.075 4.528 -0.470
H 2.642 4.474 -0.136
H 1.614 3.035 -2.983
H 0.634 4.372 -4.791
H -1.522 5.536 -4.454
H -2.704 5.333 -2.286
H -1.750 3.980 -0.480
H 0.443 5.115 0.712
H 0.060 5.951 2.983
H -0.286 4.375 4.855
H -0.242 1.930 4.434
H 0.131 1.084 2.163
H 3.519 0.585 1.470
H 4.137 -0.530 3.570
H 3.843 -2.993 3.765
H 2.834 -4.249 1.955
H 0.387 -4.354 2.011
H -0.209 -6.523 2.971
H 0.370 -8.615 1.775
H 1.539 -8.504 -0.398
H 2.126 -6.324 -1.376
H 0.794 -1.829 -2.655
H -1.220 -1.775 -3.946
H -3.334 -2.831 -3.177
H -3.378 -4.224 -1.191
H -1.125 -4.816 -0.242
N -3.489 1.836 -2.599
C -2.415 1.022 -2.486
N -2.084 0.783 -1.244
C -2.997 1.499 -0.474
C -3.096 1.633 0.910
C -4.089 2.455 1.398
C -4.975 3.129 0.539
C -4.892 2.999 -0.832
C -3.884 2.170 -1.315
H -3.887 2.159 -3.462
H -1.894 0.640 -3.349
H -2.414 1.123 1.574
H -4.193 2.585 2.468
H -5.743 3.761 0.964
H -5.576 3.517 -1.491
N -0.422 -2.001 0.252
C -1.398 -2.803 0.601
C -2.226 -2.638 1.732
C -1.981 -1.558 2.615
N -1.740 -0.679 3.319
C -3.269 -3.556 1.990
N -4.129 -4.304 2.163
```

Calculated values
Net charge ... +1
2S+1 ... 3
Frontier orbital gap (alpha / beta) ... 0.26934 / 0.20282 Eh
Energy relative to the best compared isomer or geometry (same formula, charge and spin) ... 14.4 kJ/mol
E_tot ... -3368.94310 Ha

Löwdin population analysis, charges in e, atoms 1 to 4: Pd 0.47; O -0.45; S 0.86; C -0.39

---

6.
C4H11N5O2 as an isolated structure at a distorted geometry, computed with wB97M-V/def2-TZVPD.

Structure (XYZ):
```
22
C4H11N5O2 wB97M-V/def2-TZVPD
C 2.443 0.819 -0.774
C 1.620 -0.399 -0.768
C -0.883 -0.206 -0.597
C 1.560 -0.967 0.663
H 1.949 1.791 0.132
H 3.354 0.284 -0.304
H 2.630 0.836 -1.924
H 1.898 -1.366 -1.261
H 0.491 0.606 -1.761
H -1.969 0.152 -1.777
H -1.474 2.438 -0.084
H -2.770 0.979 0.587
H -2.996 -0.542 1.039
H -1.867 -1.572 2.400
H 0.347 -0.802 2.382
N 0.219 -0.051 -1.322
N -2.039 0.415 -0.927
N -2.376 1.539 -0.341
N -0.944 -1.123 0.506
N -1.930 -0.670 1.413
O 0.345 -0.499 1.388
O 2.392 -1.662 1.329
```

Calculated values
Frontier orbital gap ... 0.23709 Eh
Energy relative to the best compared isomer or geometry (same formula, charge and spin) ... 1623.9 kJ/mol
E_tot ... -582.71080 Ha

Löwdin population analysis, charges in e, atoms 1 to 4: C -0.06; C -0.33; C -0.39; C -0.31